18
Properties=species:S:1:pos:R:3:forces:R:3 method="wB97M-V/def2-TZVPD" lumo_ha=0.035 spin_multiplicity=1 smiles=N[C@H]1C[C@@H](CF)[C@H]1O total_energy_ha=-426.34647 homo_energy_ev=-9.62
C 1.3142 -0.4890 -0.2706 -0.183 0.265 0.221
C 0.1646 -1.3259 -0.8824 -0.244 -0.158 0.651
C -0.6856 -0.0425 -1.0480 0.243 0.026 0.412
C -1.7955 0.1309 -0.0492 -1.027 0.750 -0.105
C 0.5870 0.8051 -0.7589 0.379 -0.204 -0.525
H 2.1479 -1.1481 1.4962 -0.635 0.688 -0.260
H 0.5383 -0.7351 1.6258 0.822 0.258 -0.376
H 2.3054 -0.6438 -0.6750 0.176 -0.058 -0.217
H 0.4209 -1.7797 -1.8209 0.167 -0.205 -0.489
H -0.2505 -2.1063 -0.2220 0.144 0.324 -0.213
H -1.1045 0.1047 -2.0325 -0.201 0.080 -0.332
H -2.0653 1.2244 0.0611 0.269 -1.216 -0.088
H -2.6947 -0.4556 -0.3554 0.593 0.419 0.292
H 1.0327 1.2060 -1.6855 -0.200 -0.245 0.188
H 0.9141 1.4565 0.9813 -0.181 0.207 -0.202
N 1.4360 -0.4668 1.1820 -0.139 -1.043 0.656
O 0.5066 1.8305 0.1696 0.109 0.045 0.558
F -1.4286 -0.3302 1.2279 -0.092 0.067 -0.170